[1]
{"formula": "C8H11CsF6N2O6S2", "method": "ωB97M-V/def2-TZVPD", "orbital_gap_ev": 6.6, "e_homo_ev": -8.377, "multiplicity": 1, "species": ["Cs", "C", "C", "N", "C", "C", "N", "C", "C", "H", "H", "H", "H", "H", "H", "H", "H", "H", "H", "H", "C", "F", "F", "F", "S", "O", "O", "O", "C", "F", "F", "F", "S", "O", "O", "O"], "xyz": [[3.457, 1.072, 0.185], [-4.359, -1.265, 1.049], [-3.572, -0.285, 1.985], [-2.282, -0.743, 2.394], [-1.916, -2.089, 2.687], [-0.497, -2.247, 2.839], [-0.045, -0.914, 2.767], [-1.127, -0.035, 2.582], [1.349, -0.506, 2.749], [-3.972, -2.277, 1.170], [-4.203, -0.984, 0.008], [-5.421, -1.281, 1.296], [-4.094, 0.271, 2.764], [-3.272, 0.520, 1.314], [-2.573, -2.939, 2.579], [0.187, -3.078, 2.929], [-1.067, 0.979, 2.214], [1.606, -0.167, 3.753], [1.481, 0.317, 2.048], [2.011, -1.307, 2.420], [3.129, 0.080, -4.594], [2.605, -0.663, -5.546], [3.814, 1.174, -5.064], [2.016, 0.501, -3.937], [4.197, -0.962, -3.341], [4.614, -0.019, -2.244], [3.429, -2.090, -2.891], [5.342, -1.430, -4.138], [-0.583, 1.723, -1.178], [-1.953, 1.829, -1.075], [-0.091, 1.159, -0.036], [-0.188, 1.009, -2.191], [0.343, 3.428, -1.346], [-0.558, 4.382, -0.711], [1.619, 3.231, -0.603], [0.574, 3.606, -2.838]], "atomic_forces_ev_per_a": [[0.208, 0.228, -0.914], [0.514, 0.034, 1.002], [-0.628, 1.646, -2.118], [4.444, -3.290, 2.702], [2.169, -0.680, -0.714], [-3.540, 3.601, -0.495], [-2.569, 0.422, -0.535], [0.481, -2.354, -1.496], [0.193, 0.687, 0.294], [-0.211, 0.005, -0.053], [-0.127, 0.035, 0.156], [0.136, 0.107, -0.086], [-0.225, -0.844, 0.344], [-0.286, 0.370, -0.092], [-0.281, 0.416, 0.178], [-0.325, 0.030, 0.124], [0.412, 0.159, 0.452], [0.308, -0.071, -0.108], [-0.309, -0.020, 0.201], [-0.342, -0.193, 0.186], [-0.253, 0.458, 1.838], [1.057, -0.238, -1.020], [-0.996, -1.706, 0.340], [0.699, 0.667, 0.370], [3.531, -0.247, -0.496], [-1.364, -0.575, -1.293], [-1.570, 0.403, 0.432], [-1.236, 1.347, 0.358], [0.795, 2.864, -0.047], [1.762, -0.705, -0.114], [-0.705, -0.719, 0.337], [-0.784, -1.081, -0.246], [0.857, 1.770, -2.949], [0.455, -1.004, -0.286], [-1.300, -0.636, -0.366], [-0.971, -0.886, 4.114]]}

---

[2]
{"formula": "C8H11I2NO4", "method": "ωB97M-V/def2-TZVPD", "smiles": "C=C(/C=C(\\I)[N+](=O)[O-])CC(=O)OCC.I", "orbital_gap_ev": 8.4, "e_homo_ev": -9.488, "multiplicity": 1, "species": ["C", "C", "C", "C", "C", "C", "C", "C", "N", "O", "O", "O", "O", "I", "I", "H", "H", "H", "H", "H", "H", "H", "H", "H", "H", "H"], "xyz": [[0.207, 1.431, 0.314], [-0.328, 1.244, -1.119], [-1.910, -0.496, -0.994], [-0.016, -2.923, 0.992], [-1.814, 0.966, -1.138], [0.538, 1.179, -2.126], [-1.154, -2.460, 0.138], [1.293, 1.044, 0.930], [1.440, 1.288, 2.335], [-2.676, -1.189, -1.597], [2.459, 0.946, 2.904], [0.437, 1.733, 2.880], [-1.066, -1.022, -0.056], [2.824, 3.902, -0.835], [2.745, -0.263, 0.248], [-0.412, 1.997, 1.039], [-0.088, -2.514, 1.961], [-0.026, -3.934, 1.134], [0.898, -2.798, 0.450], [-2.304, 1.336, -2.014], [-2.180, 1.455, -0.237], [1.594, 1.157, -2.149], [0.065, 0.784, -3.057], [-2.207, -2.843, 0.312], [-1.001, -2.965, -0.872], [2.682, 2.946, 0.556]], "atomic_forces_ev_per_a": [[-1.897, 1.257, -1.025], [2.428, 0.604, 2.285], [-0.599, -1.871, 0.810], [-0.742, 1.497, -0.709], [1.815, 0.794, 0.690], [-2.575, -1.636, -1.530], [-0.862, -1.474, -2.837], [1.357, -1.618, -1.263], [-1.015, -0.142, 1.601], [-0.297, -0.161, -0.483], [-0.336, 0.527, -0.181], [0.726, 0.260, 0.613], [-0.579, -0.072, -0.023], [0.006, -0.644, 1.209], [0.219, 0.005, -0.464], [-0.020, -0.274, -0.807], [0.564, 0.909, 1.137], [-0.634, -2.917, 0.259], [0.691, 0.841, 0.146], [-0.352, -0.039, -0.453], [-0.565, -0.068, -0.087], [0.781, 0.475, 0.548], [0.514, 0.840, 0.306], [1.151, 1.019, 0.737], [-0.030, 0.896, 0.820], [0.250, 0.993, -1.302]]}

---

[3]
{"formula": "C8H11N", "method": "ωB97M-V/def2-TZVPD", "smiles": "CC/C=C/[C@@H]1C[C@H]1C#N", "orbital_gap_ev": 9.9, "e_homo_ev": -9.039, "multiplicity": 1, "species": ["C", "C", "C", "C", "C", "C", "C", "C", "H", "H", "H", "H", "H", "H", "H", "H", "H", "H", "H", "N"], "xyz": [[0.716, -1.291, -3.357], [-0.330, -0.180, -2.972], [-0.335, -0.121, -1.480], [0.719, -0.229, -0.573], [0.717, -0.158, 0.803], [-0.072, -1.112, 1.625], [-0.555, 0.267, 1.600], [-0.513, 1.379, 2.593], [0.509, -1.606, -4.361], [0.710, -2.092, -2.684], [1.627, -0.873, -3.119], [-0.071, 0.792, -3.376], [-1.301, -0.406, -3.426], [-1.382, 0.084, -1.102], [1.671, -0.389, -1.010], [1.555, 0.245, 1.427], [-0.847, -1.694, 1.007], [0.284, -1.615, 2.502], [-1.284, 0.654, 1.021], [-0.508, 2.225, 3.383]], "atomic_forces_ev_per_a": [[-2.422, 1.619, -0.547], [1.124, -1.667, 0.126], [-0.457, 0.739, 2.977], [-2.391, 0.468, -6.056], [-0.141, 1.185, 5.529], [-2.625, -1.790, -1.030], [2.235, 2.516, 1.832], [1.028, -0.996, 0.821], [0.707, -0.200, -0.588], [-0.832, -1.482, 0.863], [2.466, 0.930, -0.627], [0.367, 0.164, -0.189], [-0.029, -0.104, 0.574], [1.306, -0.193, 0.091], [0.979, -0.185, -0.429], [-0.201, -0.582, -1.371], [1.636, 0.332, 0.959], [0.183, 0.103, 0.307], [-2.847, -0.252, -2.447], [-0.084, -0.605, -0.794]]}

---

Taking the records one at a time from the top gives ΔE to the lowest compared entry with this formula, charge and spin values of 310.7, 32.8, 188.0 kJ/mol.
Taking the records one at a time from the top gives E_tot values of -2288.04140, -1262.35759, -366.06644 hartree.